The following is a quantum chemistry calculation of a molecular structure, C12H18F9FeO6 in a non-equilibrium geometry, from the OMol25 dataset.

```
46
Properties=species:S:1:pos:R:3:nbo_charge:R:1
Fe -0.307 0.872 -0.363 1.568
C 2.173 1.986 0.100 0.323
O 0.823 2.442 0.409 -0.643
O 1.947 0.907 -0.588 -0.844
C 2.943 3.086 -0.654 0.914
F 3.562 3.929 0.224 -0.359
F 3.894 2.590 -1.442 -0.314
F 2.152 3.847 -1.429 -0.333
C 0.487 3.647 1.070 -0.068
C 0.678 3.556 2.580 -0.636
H 0.289 2.631 2.997 0.208
H 1.739 3.671 2.812 0.206
H 0.173 4.394 3.069 0.203
H -0.563 3.831 0.840 0.196
H 1.058 4.501 0.704 0.181
H 2.689 1.825 1.072 0.104
C -0.309 -2.100 -1.703 0.349
O 0.889 -2.664 -2.248 -0.542
O -0.028 -0.914 -1.239 -0.914
C -1.428 -2.094 -2.768 0.916
F -1.044 -1.544 -3.934 -0.335
F -1.896 -3.336 -3.064 -0.357
F -2.492 -1.412 -2.344 -0.323
C 0.858 -4.030 -2.615 -0.069
C 2.232 -4.344 -3.188 -0.613
H 2.295 -5.385 -3.531 0.188
H 2.473 -3.692 -4.022 0.215
H 2.980 -4.296 -2.392 0.204
H 0.121 -4.167 -3.412 0.164
H 0.560 -4.685 -1.787 0.153
H -0.689 -2.780 -0.897 0.092
C -2.615 1.007 0.901 0.327
O -1.329 0.542 1.405 -0.625
O -2.293 1.492 -0.282 -0.883
C -3.619 -0.153 0.893 0.918
F -4.675 0.151 0.142 -0.317
F -3.086 -1.287 0.434 -0.317
F -4.091 -0.430 2.139 -0.355
C -1.191 0.112 2.748 -0.062
C -0.007 -0.842 2.789 -0.623
H 0.079 -1.229 3.808 0.197
H -0.248 -1.677 2.133 0.226
H 0.902 -0.327 2.491 0.222
H -2.075 -0.373 3.152 0.188
H -0.988 0.979 3.388 0.155
H -3.023 1.764 1.605 0.114
```

Its expectation value of S² is 6.011. As for the molar mass: 485.10 u. For the relative energy (zero: lowest compared OMol25 entry of this formula, charge and spin), the calculation gives 0.0000 eV. The charge is -1. The multiplicity is 5.

The following is a quantum chemistry calculation of C4H9BrFOP in the gas phase in a non-equilibrium geometry, from the OMol25 dataset.

```
17
Properties=species:S:1:pos:R:3:nbo_charge:R:1
C -0.912 0.503 1.634 -0.649
C 0.187 -1.887 -2.295 -0.692
C 0.568 0.843 1.355 -0.071
C 0.375 -1.019 -1.090 -0.663
O 0.639 1.454 0.048 -0.817
F -1.127 1.470 -1.553 -0.568
P 0.388 0.748 -1.369 1.823
Br 2.364 -0.981 -0.734 -0.061
H -1.389 1.179 0.892 0.229
H -1.149 -0.587 1.456 0.233
H -1.084 0.889 2.674 0.209
H 0.923 -1.802 -3.094 0.199
H 0.047 -3.058 -2.168 0.230
H -0.779 -1.604 -2.853 0.224
H 1.028 -0.163 1.377 0.216
H 0.831 1.562 2.062 0.197
H 1.143 1.486 -2.352 -0.040
```

As for the molar mass: 202.99 u. For the relative energy (zero: lowest compared OMol25 entry of this formula, charge and spin), the calculation gives 1.0971 eV. The charge is 0.

The following is a quantum chemistry calculation of a molecular structure, C3H9BFNO5Si2 in a non-equilibrium geometry, from the OMol25 dataset.

```
22
Properties=species:S:1:pos:R:3:nbo_charge:R:1
N 3.578 0.661 1.661 -0.321
C 2.597 1.311 1.067 0.482
O 1.594 1.598 -0.012 -0.816
Si -0.033 1.326 0.670 1.837
C -0.060 -0.221 1.870 -0.955
C -1.452 -0.173 2.792 0.038
F -1.753 -1.500 3.379 -0.386
O -1.254 1.007 -0.553 -1.199
Si -0.550 0.625 -2.118 1.521
O -1.931 0.349 -3.227 -1.041
B 0.487 -1.012 -2.163 0.696
O 1.148 -1.658 -1.012 -0.922
O 0.608 -1.708 -3.487 -0.938
H -0.412 2.503 1.490 -0.204
H 0.825 -0.150 2.667 0.261
H 0.001 -1.244 1.297 0.279
H -1.173 0.536 3.710 0.180
H -2.367 0.289 2.200 0.185
H 0.226 1.752 -2.694 -0.192
H -2.637 -0.084 -2.631 0.487
H 0.990 -2.646 -1.126 0.505
H 1.571 -1.563 -3.780 0.502
```

As for the molar mass: 225.09 u. The charge is 0.

The following is a quantum chemistry calculation of a molecular structure, C26H22BrN6NiO2S, from the OMol25 dataset.

```
59
Properties=species:S:1:pos:R:3:nbo_charge:R:1
Ni 0.423 0.182 0.060 0.806
Br 4.635 0.200 6.474 -0.014
C 3.968 0.200 4.688 -0.181
C 4.840 0.513 3.624 -0.205
C 4.377 0.513 2.345 -0.291
C 3.006 0.197 2.002 0.442
O 2.639 0.194 0.808 -0.704
C 2.138 -0.110 3.122 -0.212
C 0.748 -0.431 3.042 0.175
N -0.044 -0.528 2.019 -0.544
C -1.396 -0.871 2.264 0.153
C -1.986 -1.037 3.498 -0.249
C -3.339 -1.404 3.635 -0.199
C -4.125 -1.628 2.544 -0.216
C -3.566 -1.483 1.254 -0.109
C -4.303 -1.730 0.073 -0.142
C -3.695 -1.605 -1.139 -0.271
C -2.342 -1.203 -1.178 0.087
N -1.647 -0.941 -0.107 -0.441
C -2.217 -1.091 1.110 0.232
C 2.664 -0.096 4.438 -0.175
H 5.876 0.752 3.834 0.212
H 5.032 0.753 1.516 0.214
H 0.330 -0.609 4.033 0.143
H -1.427 -0.881 4.409 0.202
H -3.750 -1.508 4.632 0.204
H -5.165 -1.914 2.647 0.202
H -5.343 -2.024 0.155 0.201
H -4.227 -1.796 -2.062 0.209
H -1.830 -1.067 -2.122 0.217
H 2.000 -0.328 5.264 0.205
N 2.053 -1.472 -1.749 -0.314
C 2.498 -2.666 -2.166 -0.050
C 1.835 -3.620 -1.421 -0.361
C 0.997 -2.880 -0.570 -0.039
N 1.145 -1.583 -0.783 -0.290
H 2.258 -0.525 -2.069 0.451
H 3.232 -2.749 -2.949 0.212
H 1.942 -4.689 -1.483 0.219
H 0.307 -3.221 0.185 0.215
C 0.642 2.768 1.397 -0.755
C -0.320 1.774 0.755 0.428
O -1.514 1.998 0.784 -0.650
H 0.207 3.769 1.388 0.208
H 1.612 2.757 0.902 0.233
H 0.791 2.461 2.437 0.220
C -0.052 3.193 -6.334 -0.640
C -0.541 2.464 -5.115 0.258
C -1.846 1.991 -5.019 -0.379
C -2.154 1.308 -3.856 0.087
N -1.292 1.117 -2.872 -0.501
C -0.060 1.636 -3.028 0.268
S 1.106 1.507 -1.753 -0.301
N 0.339 2.291 -4.141 -0.503
H -0.859 3.384 -7.042 0.199
H 0.721 2.604 -6.830 0.223
H 0.402 4.139 -6.040 0.228
H -2.571 2.140 -5.807 0.206
H -3.148 0.889 -3.706 0.176
```

As for the molar mass: 621.17 u. For the relative energy (zero: lowest compared OMol25 entry of this formula, charge and spin), the calculation gives 0.0000 eV. The charge is -1.

The following is a quantum chemistry calculation of 8 unconnected molecules or ions with the total composition C45H106B2N4O10S2 in a non-equilibrium geometry, from the OMol25 dataset.

```
169
Properties=species:S:1:pos:R:3:lowdin_charge:R:1
C 2.994 0.944 5.355 -0.131
C 4.524 1.054 5.794 -0.254
C 5.272 -0.374 5.807 -0.209
C 5.514 -0.927 4.308 -0.188
C 4.294 -1.841 3.854 -0.232
C 4.660 -2.948 2.769 -0.203
C 3.305 -3.726 2.408 -0.162
C 3.067 -3.943 0.847 -0.180
N 2.153 -2.927 0.235 -0.192
C 0.726 -3.230 0.492 -0.248
C -0.206 -1.918 0.411 -0.188
C -1.709 -2.394 0.572 -0.192
C -2.779 -1.226 0.789 -0.190
C -2.179 0.248 0.910 -0.192
C -3.280 1.112 1.729 -0.227
C -3.172 2.677 1.471 -0.240
C -3.817 3.404 2.766 -0.142
C 2.436 -2.710 -1.166 -0.970
S 1.388 -3.042 -2.435 0.657
S 4.075 -1.960 -1.657 0.810
C 3.529 -0.432 -2.555 -0.465
C 4.669 0.667 -2.744 -0.218
C 4.239 2.036 -2.066 -0.114
C 4.285 2.041 -0.480 -0.175
B 5.066 0.861 0.316 -0.522
N 4.428 -0.176 1.192 0.157
O 6.493 0.753 0.168 0.108
C 2.826 1.983 0.220 -0.381
O 1.750 1.579 -0.232 0.055
N 3.038 2.553 1.528 0.041
C 4.288 3.353 1.657 -0.115
C 4.711 3.484 0.115 -0.118
B 6.170 4.083 -0.245 -0.481
N 6.391 4.860 -1.516 0.127
O 7.283 3.923 0.644 0.097
H 2.428 0.189 5.986 0.081
H 2.895 0.712 4.254 0.045
H 2.478 1.945 5.523 0.071
H 5.033 1.757 5.050 0.096
H 4.538 1.553 6.812 0.099
H 6.258 -0.191 6.354 0.101
H 4.693 -1.111 6.448 0.102
H 5.595 0.005 3.663 0.091
H 6.519 -1.442 4.283 0.109
H 3.858 -2.385 4.757 0.121
H 3.441 -1.217 3.426 0.082
H 5.219 -2.559 1.869 0.091
H 5.364 -3.685 3.291 0.112
H 3.204 -4.706 2.993 0.102
H 2.451 -3.052 2.767 0.104
H 2.543 -4.951 0.729 0.113
H 4.049 -4.044 0.281 0.117
H 0.312 -4.105 -0.100 0.103
H 0.666 -3.549 1.590 0.117
H 0.073 -1.326 1.348 0.109
H 0.002 -1.297 -0.508 0.100
H -1.771 -3.072 1.489 0.109
H -2.014 -3.038 -0.328 0.100
H -3.430 -1.386 1.717 0.100
H -3.514 -1.236 -0.087 0.104
H -2.126 0.738 -0.114 0.103
H -1.230 0.334 1.512 0.100
H -4.327 0.687 1.623 0.104
H -3.001 0.953 2.829 0.104
H -2.099 3.040 1.426 0.102
H -3.767 3.008 0.556 0.104
H -3.311 4.406 2.957 0.064
H -3.676 2.782 3.713 0.062
H -4.947 3.526 2.658 0.069
H 2.676 0.031 -1.971 0.072
H 3.090 -0.774 -3.547 0.068
H 4.726 0.873 -3.869 0.114
H 5.711 0.307 -2.461 0.113
H 4.809 2.888 -2.556 0.112
H 3.143 2.204 -2.353 0.129
H 4.093 0.225 2.075 0.051
H 3.625 -0.623 0.733 0.051
H 6.719 -0.144 0.493 0.104
H 2.216 2.871 2.048 0.136
H 3.895 4.370 1.995 0.126
H 5.089 2.950 2.364 0.137
H 3.926 4.162 -0.371 0.140
H 6.711 5.801 -1.238 0.080
H 5.510 4.944 -2.032 0.053
H 8.060 4.265 0.164 0.097
C -4.207 -5.548 -3.902 -0.056
C -3.029 -5.347 -2.962 -0.485
C -2.470 -6.677 -2.484 -0.061
O -3.447 -4.575 -1.836 -0.069
H -5.024 -6.075 -3.398 0.085
H -4.605 -4.584 -4.228 0.057
H -3.915 -6.122 -4.784 0.083
H -2.246 -4.781 -3.471 0.144
H -3.227 -7.243 -1.930 0.081
H -1.632 -6.518 -1.800 0.076
H -2.125 -7.286 -3.323 0.081
H -4.141 -5.067 -1.379 0.095
C -5.853 -0.552 -2.329 -0.055
C -5.708 -1.450 -3.543 -0.490
C -6.786 -2.523 -3.574 -0.064
O -4.423 -2.063 -3.516 -0.062
H -5.754 -1.128 -1.402 0.066
H -5.065 0.205 -2.315 0.066
H -6.824 -0.048 -2.323 0.080
H -5.763 -0.850 -4.456 0.138
H -6.720 -3.166 -2.690 0.079
H -6.660 -3.170 -4.446 0.073
H -7.784 -2.080 -3.609 0.077
H -4.363 -2.596 -2.710 0.060
C -3.115 3.446 -4.282 -0.061
C -2.889 3.343 -2.781 -0.488
C -1.473 3.752 -2.405 -0.055
O -3.123 2.002 -2.357 -0.067
H -2.436 2.781 -4.825 0.073
H -4.132 3.138 -4.539 0.078
H -2.958 4.468 -4.635 0.077
H -3.607 3.979 -2.257 0.136
H -0.738 3.098 -2.883 0.075
H -1.322 3.662 -1.326 0.073
H -1.268 4.784 -2.702 0.070
H -2.492 1.431 -2.815 0.095
C -0.257 -7.157 4.937 -0.065
C 0.639 -6.420 3.954 -0.499
C 0.951 -7.280 2.740 -0.057
O 1.856 -6.053 4.603 -0.067
H 0.232 -8.064 5.306 0.081
H -0.465 -6.533 5.810 0.080
H -1.206 -7.437 4.474 0.081
H 0.151 -5.496 3.634 0.134
H 1.482 -8.192 3.033 0.084
H 1.604 -6.743 2.047 0.060
H 0.038 -7.563 2.210 0.082
H 2.296 -6.862 4.891 0.090
C 0.719 6.879 -0.716 -0.059
C 0.937 6.783 0.786 -0.491
C 2.317 7.285 1.179 -0.062
O 0.789 5.427 1.201 -0.060
H 1.447 6.265 -1.255 0.077
H -0.272 6.504 -0.984 0.070
H 0.809 7.911 -1.063 0.081
H 0.172 7.365 1.306 0.141
H 3.101 6.685 0.704 0.068
H 2.464 7.200 2.259 0.081
H 2.455 8.330 0.889 0.081
H 1.462 4.903 0.746 0.064
C 0.202 4.343 -7.334 -0.060
C 0.427 4.240 -5.834 -0.502
C 1.843 4.648 -5.456 -0.060
O 0.193 2.898 -5.411 -0.069
H 0.882 3.678 -7.877 0.082
H -0.814 4.036 -7.591 0.080
H 0.358 5.365 -7.688 0.081
H -0.291 4.876 -5.310 0.129
H 2.578 3.994 -5.934 0.082
H 1.993 4.558 -4.377 0.071
H 2.049 5.680 -5.752 0.080
H 0.822 2.328 -5.868 0.091
C -7.834 -0.473 2.454 -0.060
C -7.689 -1.373 1.237 -0.500
C -8.768 -2.444 1.209 -0.063
O -6.404 -1.993 1.258 -0.070
H -7.736 -1.049 3.380 0.082
H -7.046 0.284 2.467 0.073
H -8.804 0.032 2.459 0.081
H -7.745 -0.772 0.326 0.130
H -8.702 -3.088 2.091 0.081
H -8.645 -3.090 0.336 0.076
H -9.766 -2.000 1.176 0.080
H -6.344 -2.527 2.059 0.087
```

Its SMILES is CCCCCCCCN(CCCCCCCC)C(=S)SCCC[C@]1(B(N)O)C(=O)NC[C@H]1B(N)O.CC(C)O.CC(C)O.CC(C)O.CC(C)O.CC(C)O.CC(C)O.CC(C)O. As for the molar mass: 949.12 u. The charge is 0.

The following is a quantum chemistry calculation of a molecular structure, C30H32AsMnN3O5S2 in a non-equilibrium geometry, from the OMol25 dataset.

```
74
Properties=species:S:1:pos:R:3:lowdin_spin:R:1
Mn 0.152 0.100 1.618 4.654
C 5.767 2.941 0.125 0.000
C 4.289 2.867 0.234 0.001
C 3.730 3.763 1.170 0.002
C 2.362 3.847 1.368 0.001
C 1.458 3.078 0.622 0.006
C 2.035 2.170 -0.283 0.007
C 3.428 2.067 -0.463 0.001
S -0.338 3.324 0.814 0.013
O -0.811 3.719 -0.505 0.006
O -0.501 4.322 1.859 0.006
N -0.798 1.916 1.292 0.055
C -2.221 1.733 1.573 0.006
C -2.532 0.503 2.358 0.008
O -3.538 0.458 3.062 0.009
O -1.718 -0.464 2.277 0.068
H 6.165 3.116 1.116 0.000
H 6.035 3.827 -0.341 0.000
H 6.231 2.064 -0.270 0.000
H 4.414 4.387 1.777 0.000
H 2.008 4.522 2.110 0.000
H 1.341 1.428 -0.759 0.001
H 3.814 1.258 -1.126 0.000
H -2.937 1.606 0.713 0.000
H -2.694 2.484 2.159 0.001
C -2.077 3.095 4.538 0.000
N -0.824 2.476 4.105 0.002
C -0.329 1.292 4.388 0.011
S 1.250 0.860 3.761 0.042
N -1.096 0.354 5.041 0.002
C -0.795 -1.041 5.093 0.001
H -2.198 4.068 4.045 0.000
H -2.070 3.312 5.583 0.000
H -2.939 2.481 4.171 0.000
H -0.211 3.088 3.465 0.000
H -2.047 0.671 5.211 0.000
H 0.193 -1.224 5.474 0.000
H -0.861 -1.539 4.104 0.001
H -1.540 -1.451 5.779 0.000
O 0.485 -1.040 0.019 0.074
As -0.171 -1.602 -1.446 0.013
C -1.324 -0.382 -2.358 0.002
C -2.384 -0.914 -3.123 0.000
C -3.100 -0.045 -3.970 0.000
C -2.632 1.262 -4.116 0.000
C -1.532 1.753 -3.383 0.000
C -0.930 0.945 -2.410 0.000
C -1.179 -3.223 -1.045 0.001
C -1.943 -3.330 0.109 0.000
C -2.668 -4.508 0.371 0.000
C -2.461 -5.617 -0.465 0.000
C -1.748 -5.486 -1.639 0.000
C -1.080 -4.300 -1.899 0.000
C 1.152 -2.166 -2.704 0.002
C 0.939 -2.007 -4.047 0.001
C 1.842 -2.537 -4.955 0.000
C 2.970 -3.277 -4.463 0.000
C 3.143 -3.400 -3.083 0.000
C 2.269 -2.835 -2.191 0.000
H -2.538 -2.008 -3.068 0.000
H -3.954 -0.320 -4.483 0.000
H -3.062 1.982 -4.801 0.000
H -1.209 2.771 -3.548 0.000
H -0.051 1.290 -1.920 0.000
H -2.027 -2.474 0.789 0.000
H -3.197 -4.593 1.312 0.000
H -3.074 -6.474 -0.315 0.000
H -1.620 -6.270 -2.335 0.000
H -0.404 -4.192 -2.789 0.000
H 0.159 -1.356 -4.367 0.000
H 1.700 -2.322 -6.015 0.000
H 3.629 -3.935 -5.036 0.000
H 3.948 -3.979 -2.740 0.000
H 2.458 -2.892 -1.140 0.000
```

Its expectation value of S² is 8.756. As for the molar mass: 708.60 u. The charge is 0. The multiplicity is 6.

These records have calculated total energy values of -3082.10444; -3248.20948; -1254.43324; -5963.59511; -3595.71042; -5886.03461 Eh, in the order they appear.